Entry 1:
Here is a molecular structure, C22H49IrN2P3SSe from OMol25. Energies are from the ωB97M-V functional and the def2-TZVPD basis.

Results
Energy relative to the best compared isomer or geometry (same formula, charge and spin)   0.134 eV
Frontier orbital gap (spin up / spin down)   6.883 / 4.184 eV
Max |F|   2.64 eV/Å
Net charge   +3
<S²>   6.04
2S+1   5

Geometry as XYZ:
```
79
C22H49IrN2P3SSe | OMol25 | the ωB97M-V functional and the def2-TZVPD basis
Ir 0.384 0.475 0.504
P 1.036 0.160 2.640
P 2.514 0.948 -0.176
P -1.437 -0.901 0.780
H 1.296 -3.096 -7.257
C 0.204 -2.997 -7.293
C -0.357 -1.771 -7.030
H 0.265 -0.867 -6.929
C 1.855 -1.410 3.108
C 2.230 1.397 3.278
C -0.362 0.306 3.816
C 2.654 0.669 -1.960
C 3.088 2.683 0.016
C 3.930 -0.013 0.460
C -2.044 -1.503 -0.819
C -2.967 -0.239 1.544
C -1.166 -2.482 1.655
H -0.366 -3.914 -7.560
H -1.433 -1.622 -6.921
H 2.138 -1.376 4.172
H 2.761 -1.561 2.506
H 1.183 -2.261 2.943
H 2.295 1.284 4.374
H 1.891 2.414 3.041
H 3.233 1.250 2.854
H 0.015 0.647 4.797
H -0.869 -0.661 3.951
H -1.091 1.048 3.448
H 3.595 1.124 -2.296
H 1.809 1.150 -2.464
H 2.655 -0.407 -2.166
H 4.132 2.705 -0.330
H 3.058 3.013 1.063
H 2.486 3.360 -0.596
H 4.847 0.450 0.071
H 3.852 -1.043 0.073
H 3.985 -0.042 1.552
H -2.961 -2.074 -0.623
H -1.294 -2.153 -1.284
H -2.267 -0.653 -1.472
H -3.797 -0.870 1.202
H -3.162 0.789 1.219
H -2.910 -0.287 2.638
H -2.128 -3.016 1.667
H -0.839 -2.344 2.692
H -0.424 -3.076 1.104
C 1.397 -3.340 -1.900
C 0.871 -2.538 -2.935
C 0.708 -3.140 -4.188
C 0.979 -4.499 -4.405
C 1.397 -5.310 -3.329
C 1.529 -4.735 -2.073
Se 2.155 -2.847 -0.222
H 1.230 -1.587 0.176
H 0.612 -1.490 -2.739
H 0.364 -2.543 -5.027
H 0.844 -4.923 -5.407
H 1.620 -6.370 -3.455
H 1.813 -5.345 -1.217
C -0.596 3.903 3.269
N -1.763 3.399 2.537
C -2.899 3.043 3.385
C -1.664 3.011 1.240
S -0.110 2.745 0.538
N -2.786 2.880 0.465
C -3.889 3.847 0.659
C -2.619 2.441 -0.930
H -0.945 4.538 4.099
H 0.034 4.474 2.574
H 0.012 3.093 3.711
H -3.375 3.961 3.750
H -3.618 2.414 2.858
H -2.549 2.492 4.265
H -4.124 4.369 -0.287
H -4.812 3.324 0.971
H -3.573 4.549 1.442
H -2.109 3.212 -1.536
H -2.024 1.519 -0.969
H -3.627 2.223 -1.309
```



Entry 2:
Here is a molecular structure, C5H3LiO3V from OMol25. Energies are from the ωB97M-V functional and the def2-TZVPD basis.

Results
Frontier orbital gap (spin up / spin down)   5.293 / 5.356 eV
Max |F|   5.87 eV/Å
Net charge   +1
<S²>   6.09
2S+1   5

Geometry as XYZ:
```
13
C5H3LiO3V | OMol25 | the ωB97M-V functional and the def2-TZVPD basis
O -0.593 2.236 0.833
C 0.363 1.783 0.211
C 0.587 0.382 -0.159
C 1.774 0.154 -0.802
H 1.178 2.479 -0.071
H 1.962 -0.785 -1.325
H 2.540 0.929 -0.861
O -1.733 -0.375 0.213
C -0.390 -0.672 0.075
Li -2.169 1.252 1.081
C -0.042 -2.148 0.137
O -0.882 -3.069 0.285
V -2.594 -2.166 0.382
```



Entry 3:
Here is 4 unconnected molecules or ions with the total composition C7H10Cl3N3 from OMol25. Energies are from the ωB97M-V functional and the def2-TZVPD basis.

Results
Energy relative to the best compared isomer or geometry (same formula, charge and spin)   0.509 eV
Frontier orbital gap   11.643 eV
Max |F|   2.73 eV/Å
Net charge   0

Geometry as XYZ:
```
23
C7H10Cl3N3 | OMol25 | the ωB97M-V functional and the def2-TZVPD basis
Cl 0.880 -1.293 0.250
C -0.763 -0.980 -0.227
Cl -0.949 0.667 -0.832
Cl -1.927 -1.324 1.116
H -1.006 -1.607 -1.085
C 2.682 0.235 2.808
C 1.654 -0.509 3.483
N 0.750 -0.984 4.033
H 2.357 0.602 1.834
H 3.492 -0.493 2.855
H 3.006 1.047 3.458
C -1.987 -1.207 -5.292
C -0.926 -1.601 -4.343
N -0.069 -1.902 -3.634
H -1.968 -1.923 -6.114
H -1.626 -0.202 -5.511
H -2.988 -1.113 -4.870
C -0.355 1.685 2.141
C 0.467 2.870 1.706
N 0.991 3.867 1.402
H -0.242 1.618 3.223
H -0.071 0.716 1.731
H -1.401 1.831 1.869
```



Entry 4:
Here is C5H3N3 in the gas phase from OMol25. Energies are from the ωB97M-V functional and the def2-TZVPD basis.

Results
Energy relative to the best compared isomer or geometry (same formula, charge and spin)   1.494 eV
Frontier orbital gap   9.488 eV
Max |F|   4.03 eV/Å
Net charge   0

Geometry as XYZ:
```
11
C5H3N3 | OMol25 | the ωB97M-V functional and the def2-TZVPD basis
H 2.890 -0.513 -0.011
N 2.208 -1.279 -0.090
C 1.079 -0.638 0.127
C 0.870 0.854 0.102
C -0.453 1.025 -0.102
C -1.014 -0.424 -0.003
C -2.512 -0.628 0.005
N -3.673 -0.623 0.011
N -0.181 -1.361 0.015
H 1.652 1.562 0.001
H -0.866 2.025 -0.055
```



Entry 5:
Here is 11 unconnected molecules or ions with the total composition C60H138N7O10 from OMol25. Energies are from the ωB97M-V functional and the def2-TZVPD basis.

Results
Frontier orbital gap   5.040 eV
Max |F|   4.74 eV/Å
Net charge   +3

Geometry as XYZ:
```
215
C60H138N7O10 | OMol25 | the ωB97M-V functional and the def2-TZVPD basis
C -0.022 -0.965 0.189
C 0.787 0.272 0.583
C 0.720 1.165 -0.687
O 0.367 0.853 1.808
H -1.103 -0.826 0.202
H 0.037 -1.724 0.969
H 0.151 -1.384 -0.803
H 1.866 0.124 0.595
H 1.210 0.733 -1.559
H 1.125 2.151 -0.462
H -0.333 1.424 -0.796
C -0.405 3.736 -9.769
C -0.014 3.463 -8.369
C -1.211 3.372 -7.464
N -0.863 3.919 -6.027
C -2.091 3.812 -5.111
C -2.392 2.376 -4.651
C -1.152 1.605 -4.054
C 0.049 1.740 -4.933
C 0.352 3.281 -5.291
C -0.759 5.478 -6.132
H -1.208 4.468 -9.856
H -0.845 2.873 -10.269
H 0.496 4.049 -10.296
H 0.798 4.148 -8.124
H 0.450 2.485 -8.246
H -1.537 2.343 -7.316
H -2.079 3.996 -7.675
H -2.935 4.287 -5.611
H -1.950 4.465 -4.250
H -2.657 1.812 -5.545
H -3.282 2.380 -4.021
H -1.321 0.529 -4.004
H -0.988 1.874 -3.011
H -0.015 1.130 -5.834
H 0.979 1.302 -4.569
H 1.245 3.248 -5.916
H 0.653 3.912 -4.455
H 0.240 5.724 -6.492
H -0.858 6.043 -5.206
H -1.459 5.877 -6.867
C 8.910 -0.060 2.913
C 7.870 -1.166 2.533
C 6.804 -0.611 1.575
N 5.651 -1.613 1.139
C 4.867 -0.963 -0.005
C 3.887 -2.055 -0.649
C 4.619 -3.346 -1.059
C 5.388 -3.944 0.186
C 6.343 -2.948 0.771
C 4.694 -1.689 2.363
H 8.519 0.736 3.547
H 9.352 0.434 2.048
H 9.708 -0.603 3.419
H 7.382 -1.513 3.444
H 8.426 -1.965 2.042
H 7.341 -0.372 0.658
H 6.259 0.275 1.902
H 5.584 -0.632 -0.756
H 4.322 -0.120 0.421
H 3.578 -1.603 -1.591
H 2.971 -2.313 -0.118
H 5.348 -3.326 -1.869
H 3.808 -4.027 -1.318
H 5.837 -4.871 -0.170
H 4.556 -4.302 0.793
H 7.203 -2.773 0.125
H 6.669 -3.397 1.709
H 4.304 -0.686 2.533
H 5.199 -2.110 3.233
H 3.824 -2.339 2.272
C -6.553 2.704 4.848
C -5.306 2.946 4.012
C -4.902 1.791 3.063
N -3.672 2.054 2.125
C -3.170 0.900 1.268
C -4.148 0.541 0.126
C -4.692 1.775 -0.710
C -5.125 2.894 0.158
C -4.005 3.259 1.198
C -2.442 2.335 3.041
H -6.473 1.764 5.394
H -7.382 2.577 4.151
H -6.837 3.555 5.466
H -4.456 3.253 4.621
H -5.547 3.779 3.352
H -5.754 1.506 2.446
H -4.656 0.931 3.686
H -3.038 0.085 1.980
H -2.196 1.154 0.850
H -5.021 0.004 0.498
H -3.742 -0.203 -0.559
H -5.515 1.402 -1.319
H -3.864 2.113 -1.333
H -6.024 2.710 0.747
H -5.381 3.737 -0.485
H -4.232 4.122 1.824
H -3.042 3.523 0.760
H -2.363 1.596 3.839
H -2.788 3.248 3.524
H -1.559 2.441 2.411
C -8.104 -3.206 2.963
C -7.389 -4.253 2.123
C -6.284 -3.709 1.204
N -5.143 -4.642 0.792
C -4.217 -3.935 -0.250
C -2.908 -3.364 0.310
C -2.121 -4.463 1.058
C -2.950 -5.448 1.925
C -4.457 -5.086 2.162
C -5.709 -6.008 0.270
H -7.454 -2.656 3.644
H -8.891 -3.607 3.601
H -8.490 -2.392 2.349
H -8.115 -4.710 1.452
H -7.078 -5.037 2.813
H -5.765 -2.844 1.617
H -6.871 -3.410 0.335
H -4.754 -3.258 -0.915
H -3.917 -4.728 -0.935
H -3.074 -2.452 0.883
H -2.386 -2.818 -0.476
H -1.427 -3.976 1.742
H -1.529 -5.062 0.366
H -2.510 -5.490 2.921
H -2.836 -6.411 1.427
H -4.518 -4.176 2.760
H -5.058 -5.761 2.771
H -6.301 -6.470 1.060
H -4.799 -6.539 -0.008
H -6.336 -5.735 -0.579
C 1.999 -5.097 -6.823
N 1.281 -3.762 -6.487
C 1.958 -2.678 -7.354
C -0.284 -3.989 -6.770
C 1.581 -3.396 -4.951
C 0.512 -2.632 -4.175
O 0.451 -1.308 -4.663
H 1.887 -5.174 -7.904
H 1.447 -5.821 -6.223
H 3.057 -4.955 -6.603
H 1.402 -1.757 -7.177
H 1.716 -2.873 -8.399
H 3.035 -2.755 -7.204
H -0.436 -4.035 -7.848
H -0.838 -3.094 -6.489
H -0.615 -4.957 -6.392
H 2.571 -2.944 -4.912
H 1.587 -4.395 -4.513
H 0.768 -2.641 -3.116
H -0.442 -3.157 -4.218
H -0.175 -1.239 -5.388
C -0.409 -0.386 4.615
N 0.669 -1.231 5.312
C 0.123 -2.674 5.402
C 1.990 -1.168 4.460
C 0.847 -0.549 6.715
C 2.182 -0.736 7.485
O 3.091 0.214 7.131
H -0.646 -0.920 3.695
H -0.085 0.583 4.235
H -1.255 -0.317 5.299
H -0.802 -2.761 5.971
H 0.848 -3.331 5.883
H 0.086 -2.990 4.359
H 2.674 -1.924 4.844
H 2.573 -0.247 4.429
H 1.681 -1.457 3.456
H -0.014 -0.723 7.361
H 0.765 0.528 6.571
H 2.520 -1.769 7.395
H 1.957 -0.560 8.537
H 3.780 0.267 7.797
C 0.694 4.914 3.123
N 2.093 4.280 3.253
C 2.054 3.083 4.307
C 2.549 3.627 1.847
C 3.115 5.451 3.665
C 2.696 6.367 4.878
O 2.863 5.598 6.067
H 0.280 5.078 4.118
H -0.024 4.369 2.511
H 0.735 5.816 2.514
H 1.440 2.428 3.690
H 1.514 3.451 5.179
H 3.002 2.556 4.415
H 3.401 2.960 1.973
H 2.477 4.425 1.108
H 1.729 2.987 1.521
H 3.345 5.992 2.747
H 4.028 4.942 3.973
H 1.699 6.804 4.823
H 3.404 7.193 4.944
H 3.020 6.225 6.777
C 3.801 1.684 -2.854
C 4.435 2.686 -3.868
O 5.507 3.180 -3.530
O 3.839 2.795 -4.979
H 2.897 1.138 -3.123
H 3.691 2.182 -1.891
H 4.474 0.841 -2.697
C 1.918 -4.662 2.187
C 2.961 -4.938 3.372
O 4.007 -5.565 3.115
O 2.735 -4.552 4.491
H 2.023 -3.655 1.783
H 0.873 -4.725 2.489
H 2.029 -5.504 1.504
C -1.095 4.479 -1.304
C -2.041 5.609 -1.583
O -1.642 6.486 -2.329
O -3.127 5.640 -0.954
H -0.215 4.508 -1.946
H -1.503 3.487 -1.500
H -0.713 4.650 -0.298
```



Entry 6:
Here is 2 unconnected molecules or ions with the total composition C2H5NS3 from OMol25. Energies are from the ωB97M-V functional and the def2-TZVPD basis.

Results
Energy relative to the best compared isomer or geometry (same formula, charge and spin)   4.443 eV
Frontier orbital gap   6.536 eV
Max |F|   4.75 eV/Å
Net charge   0

Geometry as XYZ:
```
11
C2H5NS3 | OMol25 | the ωB97M-V functional and the def2-TZVPD basis
C 2.297 0.196 0.149
C -0.700 -0.133 0.020
H 3.249 -0.241 0.315
H 2.393 0.764 -0.906
H 1.914 0.754 1.190
H -1.536 -2.109 0.025
H -2.821 1.834 -0.390
N -1.798 -1.069 0.068
S 0.980 -1.123 -0.263
S -0.646 1.501 -0.150
S -3.331 -0.373 -0.059
```



In order of appearance, energy = -133448.6905 -37258.6010 -49457.2328 -9701.3260 -95328.8122 -36145.8180 eV.